1.
The following is a DFT calculation (ωB97M-V/def2-TZVPD) of a gas-phase ion, C2H2NO3 (charge -1).

Output
Charge = -1
Relative energy (zero: lowest compared OMol25 entry of this formula, charge and spin) = 18.4 kJ/mol
LUMO = 4.26 eV
SMILES = O=CNC(=O)[O-]
HOMO level = -4.868 eV
Kohn-Sham gap = 9.13 eV

Last column: Mulliken charge in e.
Positions of all 8 atoms, in Å:
O 0.74 -2.21 -0.43  -0.64
C 0.50 -1.15 0.16  0.09
N 0.20 -0.01 -0.45  -0.15
C -0.47 1.24 0.17  0.52
O -0.81 1.21 1.35  -0.67
O -0.54 2.16 -0.65  -0.70
H 0.48 -1.19 1.26  0.32
H -0.09 -0.05 -1.41  0.23


2.
The following is a DFT calculation (ωB97M-V/def2-TZVPD) of 2 unconnected molecules or ions with the total composition C2H2NO4.

Output
Charge = +1
LUMO (alpha / beta) = -6.73 / -9.17 eV
HOMO level (alpha / beta) = -12.352 / -16.253 eV
Kohn-Sham gap (alpha / beta) = 5.62 / 7.08 eV
Multiplicity = 3

Last column: Löwdin spin population.
Positions of all 9 atoms, in Å:
C 0.29 0.15 0.59  0.43
C 0.60 -0.98 -0.26  0.17
N -2.04 1.55 -0.39  0.16
O -2.85 1.87 0.24  0.14
O -0.74 0.82 0.71  0.32
O -0.29 -1.81 0.00  0.66
O 1.73 -1.22 -0.92  0.06
H 1.00 0.15 1.34  0.05
H 2.30 -0.54 -1.31  0.00


3.
The following is a DFT calculation (ωB97M-V/def2-TZVPD) of a molecular structure, C2H2NiO3.

Output
Charge = +1
Relative energy (zero: lowest compared OMol25 entry of this formula, charge and spin) = 0.0 kJ/mol
LUMO (alpha / beta) = -6.63 / -7.93 eV
HOMO level (alpha / beta) = -13.119 / -16.189 eV
Kohn-Sham gap (alpha / beta) = 6.48 / 8.26 eV
Multiplicity = 4

Last column: Löwdin spin population.
Positions of all 8 atoms, in Å:
O 1.57 -0.41 0.32  0.38
C 0.30 -0.64 0.39  0.43
Ni 1.81 1.41 0.00  1.73
H -0.09 -1.30 1.18  0.03
O 0.01 1.52 -0.52  0.16
C -0.57 0.49 -0.08  0.16
O -1.62 0.00 -0.69  0.11
H -1.43 -1.06 -0.61  0.01


4.
The following is a DFT calculation (ωB97M-V/def2-TZVPD) of C2H2O2 in the gas phase.

Output
Charge = 0
Relative energy (zero: lowest compared OMol25 entry of this formula, charge and spin) = 126.6 kJ/mol
LUMO = 0.25 eV
SMILES = O=C=CO
HOMO level = -8.953 eV
Kohn-Sham gap = 9.20 eV

Last column: Mulliken charge in e.
Positions of all 6 atoms, in Å:
C -0.52 -0.14 -0.13  -0.42
C -1.81 0.06 0.03  0.67
O 0.73 0.40 -0.04  -0.50
O -2.95 0.01 -0.04  -0.35
H -0.42 -1.08 -0.51  0.28
H 1.06 0.96 -0.70  0.31